Below is a structure of composition C35H52N5O4P2PdS10Te in a non-equilibrium geometry, with properties calculated with ωB97M-V/def2-TZVPD.

Geometry as XYZ:
```
110
Properties=species:S:1:pos:R:3:forces:R:3
Pd -0.024144 0.102567 -1.563984 -0.96 0.30 0.36
S -3.975391 6.203925 -1.308036 -0.01 0.01 -0.01
C -3.244530 4.747730 -1.478930 0.03 0.01 0.00
S -2.158353 4.341562 -2.758601 0.00 0.01 -0.03
C -1.748181 2.732331 -2.211403 -0.12 0.06 0.29
C -2.325735 2.324776 -1.043281 0.07 0.06 -0.20
S -2.078160 0.784048 -0.289064 0.11 -0.06 0.03
S -3.472294 3.441380 -0.369408 -0.03 0.01 0.17
S -0.760018 1.741125 -3.191973 0.32 -0.17 -0.19
C 1.763823 -4.895237 -0.179115 0.10 0.00 -0.08
N 1.028196 -3.802479 0.422681 -0.29 -0.06 -0.11
C 1.226029 -3.667970 1.858373 0.10 0.11 0.13
P -0.296518 -3.069236 -0.199339 0.11 0.05 -0.09
O -0.489960 -1.690769 0.284181 0.07 0.12 -0.04
O 0.100467 -3.156121 -1.773290 -0.09 -0.14 -0.05
P -0.791138 -2.661873 -3.027052 0.11 -0.18 0.14
O -1.424619 -1.344981 -2.763851 0.18 0.03 0.06
N 0.340382 -2.762038 -4.213895 -0.15 -0.02 0.09
C -0.180678 -2.341827 -5.518810 0.00 -0.07 -0.07
C 1.686999 -2.258275 -3.959533 0.14 0.10 0.15
N -1.922313 -3.813885 -3.301312 0.19 0.21 -0.11
C -3.301323 -3.454817 -3.575408 -0.17 0.08 0.05
C -1.528077 -5.119613 -3.792251 0.06 -0.13 -0.02
N -1.680226 -3.925058 -0.009912 0.23 -0.06 0.11
C -1.724810 -5.361022 -0.177857 -0.03 -0.07 -0.06
C -2.937359 -3.305013 0.362716 -0.07 0.11 -0.04
H 2.833698 -4.730411 -0.035087 0.02 -0.01 0.01
H 1.571554 -4.947459 -1.246390 -0.01 -0.01 -0.05
H 1.503415 -5.853070 0.281509 0.00 -0.05 0.00
H 2.276605 -3.447889 2.054209 -0.02 -0.01 0.04
H 0.939894 -4.585364 2.379725 -0.01 -0.03 0.06
H 0.645037 -2.829325 2.236510 0.02 0.00 0.02
H -1.180029 -2.746649 -5.667197 -0.09 -0.02 -0.04
H 0.470709 -2.730398 -6.299232 0.00 0.02 -0.04
H -0.226342 -1.254134 -5.603161 -0.02 0.03 -0.04
H 2.129953 -2.783410 -3.114106 0.01 0.07 -0.04
H 1.705264 -1.173767 -3.761131 0.00 -0.19 -0.04
H 2.287618 -2.449147 -4.848053 0.04 0.00 0.02
H -3.496452 -2.444043 -3.228392 -0.01 0.01 0.00
H -3.969729 -4.144559 -3.056991 -0.04 -0.03 0.01
H -3.512703 -3.512510 -4.647421 -0.03 0.01 -0.03
H -0.491900 -5.328513 -3.535733 0.02 -0.01 0.01
H -1.628993 -5.179205 -4.880855 0.01 -0.03 -0.01
H -2.161483 -5.885651 -3.341855 -0.02 -0.03 -0.01
H -0.811986 -5.729903 -0.640103 0.08 -0.02 -0.01
H -2.556848 -5.630596 -0.833564 -0.01 -0.02 -0.01
H -1.859898 -5.874165 0.778840 -0.01 -0.01 0.01
H -2.826287 -2.224297 0.377988 -0.02 0.01 0.01
H -3.257810 -3.650138 1.348358 -0.04 0.00 0.05
H -3.708229 -3.569309 -0.365575 -0.04 0.02 -0.02
C 3.047606 -0.715279 -0.753922 0.05 -0.01 0.02
C 2.169570 -0.167317 0.361328 -0.07 0.22 -0.67
O 2.351094 -0.543413 1.518824 0.29 -0.34 0.63
N 1.265046 0.751757 -0.022745 -0.07 0.01 -0.48
Te 0.172574 1.115802 1.939222 0.09 0.06 0.03
C -0.369608 0.962027 4.036509 -0.09 -0.09 -0.15
C -1.405658 0.115737 4.410305 -0.04 -0.01 0.25
C -2.255957 -0.644780 3.435067 -0.03 -0.09 -0.22
C -1.696060 -0.007675 5.770190 0.06 0.00 -0.06
C -0.968654 0.666646 6.735378 0.00 0.01 -0.04
C -1.292112 0.526319 8.194789 -0.01 -0.01 0.04
C 0.086772 1.473128 6.322129 0.03 0.00 -0.03
C 0.413127 1.627083 4.981474 -0.12 0.04 0.22
C 1.569911 2.501438 4.603998 0.19 0.05 -0.03
C -0.063929 3.198373 1.780800 0.06 -0.08 0.08
C 0.993977 3.974089 1.294186 -0.04 0.19 -0.02
C 2.365049 3.446795 0.982646 0.12 -0.16 0.00
C 0.780040 5.340353 1.130001 -0.04 -0.06 0.03
C -0.420418 5.947665 1.466916 0.03 -0.05 0.00
C -0.652227 7.408650 1.223377 0.01 0.04 -0.05
C -1.414478 5.160802 2.027963 0.03 -0.08 -0.10
C -1.264275 3.789276 2.190896 -0.09 0.14 -0.08
C -2.407832 3.034208 2.803230 -0.07 -0.11 0.00
H 4.084694 -0.456543 -0.533056 -0.03 -0.04 -0.01
H 2.800024 -0.318580 -1.741834 0.02 -0.06 0.25
H 2.957702 -1.803019 -0.736869 0.01 -0.05 -0.01
H -1.779680 -0.793192 2.462227 0.00 0.00 0.08
H -3.199267 -0.124852 3.256951 -0.04 0.03 -0.03
H -2.495854 -1.627862 3.838086 -0.04 -0.05 0.02
H -2.509903 -0.654143 6.074831 -0.06 -0.05 0.02
H -2.113781 -0.169117 8.351528 -0.03 -0.03 0.01
H -1.577379 1.485939 8.626471 0.00 0.04 0.01
H -0.429210 0.162379 8.753045 0.03 -0.01 0.01
H 0.680896 1.990338 7.066433 0.03 0.02 0.04
H 2.124603 2.790932 5.493800 0.04 0.04 0.03
H 1.237952 3.408685 4.098555 -0.01 0.04 -0.01
H 2.263549 1.986013 3.933284 -0.04 -0.01 0.02
H 2.659242 2.625217 1.642357 -0.05 0.05 -0.04
H 3.090589 4.248899 1.104463 0.06 0.02 -0.01
H 2.431233 3.068216 -0.036450 -0.02 -0.01 -0.06
H 1.587191 5.944470 0.734959 0.05 0.04 -0.02
H 0.283524 7.930553 1.033225 0.03 0.03 -0.02
H -1.141061 7.876498 2.075875 -0.04 0.03 0.05
H -1.301489 7.547202 0.355951 0.00 0.00 0.00
H -2.353146 5.615918 2.313319 -0.10 0.06 0.04
H -3.330245 3.592609 2.662587 -0.06 0.02 0.02
H -2.254180 2.894549 3.873495 0.01 -0.03 0.06
H -2.544765 2.046670 2.355070 0.01 0.05 -0.01
C 5.455960 2.218651 -3.130833 0.05 0.00 -0.01
S 5.109772 0.469178 -3.432729 -0.02 0.04 -0.01
C 3.740289 0.574865 -4.521130 0.11 -0.04 -0.06
C 2.576708 1.231691 -4.321719 -0.31 0.07 0.00
S 2.033686 2.066956 -2.906793 0.31 0.05 0.00
S 1.457440 1.149750 -5.672205 -0.03 -0.01 -0.08
C 2.354795 0.078523 -6.689042 0.06 -0.05 -0.11
S 1.785588 -0.537878 -8.105547 0.03 0.07 0.08
S 3.924625 -0.250187 -6.055137 -0.01 0.04 -0.02
H 6.503786 2.282321 -2.851970 0.08 0.02 0.07
H 4.828933 2.612559 -2.337354 -0.04 0.00 0.04
H 5.296457 2.788800 -4.040372 0.00 0.02 -0.09
```
Positions in Å, forces in eV/Å.

2S+1 = 6
Energy above the lowest of the compared OMol25 structures with the same formula, charge and spin = 79.6 kJ/mol
LUMO energy (alpha / beta) = 0.1 / -2.2 eV
Expectation value of S² = 8.7890
HOMO (alpha / beta) = -0.2490 / -0.2597 Ha
Frontier orbital gap (alpha / beta) = 6.88 / 4.90 eV



Below is a structure of composition C35H52OP4SYb in a non-equilibrium geometry, with properties calculated with ωB97M-V/def2-TZVPD.

Geometry as XYZ:
```
94
Properties=species:S:1:pos:R:3:forces:R:3
Yb 0.170210 -1.124374 -0.915384 -0.52 0.64 2.02
P 1.240648 2.444972 -0.089079 0.49 0.17 0.27
P -1.946012 0.591115 0.840873 -0.71 -0.20 0.45
P -2.078549 3.827315 -3.890541 0.82 0.03 -0.95
H 0.005367 -3.080321 -5.938404 -0.12 0.43 -0.07
C 0.173072 -2.151971 -6.491225 1.09 0.70 -0.52
C 1.327362 -1.452107 -6.373847 -1.31 -0.78 -0.56
H 2.103627 -1.706747 -5.646927 -0.19 -0.02 -0.39
C 2.680302 1.413914 0.370137 0.03 -0.33 0.06
C 1.106310 3.512935 1.404869 -0.57 0.03 0.22
C 2.129994 3.657650 -1.100426 -0.01 0.16 -0.62
C -3.579803 -0.001233 0.246712 -0.07 0.08 -0.06
C -2.105037 -0.023413 2.569661 0.36 -0.14 -0.03
C -2.359375 2.361441 1.161420 0.23 0.01 -0.28
C -2.516240 4.575404 -5.462590 -0.42 0.26 0.13
C -1.537361 5.091407 -2.721760 -0.08 -0.06 0.12
C -3.464129 2.861952 -3.255841 -0.38 0.18 0.01
H -0.576470 -1.873288 -7.257847 0.59 -0.32 0.53
H 1.542968 -0.666414 -7.102942 -0.02 -0.04 0.50
H 2.885182 0.709781 -0.445946 0.13 0.01 0.13
H 2.474342 0.843216 1.279425 0.09 0.05 -0.23
H 3.572296 2.029152 0.517428 -0.09 -0.03 0.01
H 0.785745 2.971397 2.298801 0.01 0.08 -0.19
H 0.366276 4.300248 1.216015 0.14 -0.09 0.04
H 2.060220 3.999616 1.625850 0.01 -0.14 -0.12
H 2.503228 3.173963 -2.009611 0.04 0.19 0.10
H 2.968992 4.051723 -0.519387 -0.08 0.04 -0.20
H 1.467045 4.480876 -1.387689 0.16 -0.06 0.02
H -4.364329 0.251670 0.978386 0.18 -0.10 -0.37
H -3.535742 -1.094943 0.133777 -0.15 0.28 -0.05
H -3.806094 0.470100 -0.721577 -0.12 -0.26 0.23
H -3.064136 0.309556 2.994512 0.30 -0.08 -0.15
H -1.278572 0.364307 3.183772 -0.36 -0.22 -0.12
H -2.069512 -1.122231 2.570287 -0.02 0.33 0.09
H -3.168273 2.417572 1.905096 0.23 -0.01 -0.28
H -2.692693 2.830455 0.225937 0.08 0.01 0.23
H -1.483354 2.906658 1.535439 -0.29 -0.14 -0.08
H -3.065381 5.508560 -5.285231 0.02 -0.20 -0.17
H -3.157036 3.869249 -6.004573 0.16 0.20 -0.02
H -1.618244 4.790897 -6.049610 -0.13 -0.05 0.14
H -2.328187 5.846159 -2.715909 0.05 0.03 0.14
H -0.606535 5.577515 -3.038419 -0.21 -0.21 -0.10
H -1.411650 4.694029 -1.706357 -0.05 -0.01 -0.30
H -4.368512 3.312281 -3.694049 0.15 -0.19 0.25
H -3.536848 2.914732 -2.166715 0.06 0.08 -0.12
H -3.430058 1.808569 -3.551547 0.08 0.34 -0.19
C -0.224963 0.016476 -3.283419 -0.20 -1.07 0.75
C -1.561962 -0.280731 -2.904998 -0.65 0.38 -0.95
C -2.129300 -1.546239 -3.122046 0.06 0.31 0.59
C -1.279592 -2.615845 -3.383138 0.09 -0.36 -0.41
C 0.107093 -2.412457 -3.412830 0.07 -0.17 -0.36
C 0.625135 -1.115867 -3.389426 0.63 -0.07 -0.77
S 0.344181 1.616391 -3.459924 1.09 -0.76 0.91
H -0.979972 2.955291 -4.229305 -1.25 0.87 0.36
H -2.184844 0.547853 -2.587921 -0.03 -0.11 -0.18
H -3.218019 -1.686883 -3.084719 0.55 0.07 0.19
H -1.669086 -3.599948 -3.663901 0.05 0.34 0.40
H 0.737569 -3.281481 -3.642311 -0.02 0.52 0.33
H 1.703629 -0.953669 -3.475690 -0.31 -0.06 -0.27
O 0.902301 -1.135219 1.146074 0.22 -0.10 0.93
P 1.186973 -1.821674 2.516144 0.30 0.05 -0.46
C -0.181436 -2.943260 2.769390 -0.43 -0.27 0.16
C -0.810904 -3.099490 4.014034 -0.14 -0.04 -0.58
C -2.009741 -3.817904 4.091371 0.17 -0.25 0.09
C -2.565548 -4.394678 2.947791 0.13 0.08 0.03
C -1.915159 -4.271960 1.712790 -0.03 0.09 0.03
C -0.727708 -3.561978 1.624969 0.02 0.17 0.35
C 2.722614 -2.694385 2.308773 0.53 -0.32 0.12
C 2.726846 -4.032400 1.884582 0.10 0.21 -0.05
C 3.903529 -4.604205 1.405730 0.12 0.06 0.03
C 5.087033 -3.855603 1.378775 -0.22 0.10 0.03
C 5.104652 -2.546828 1.875175 -0.20 -0.01 0.16
C 3.926956 -1.969357 2.357522 -0.01 -0.18 -0.18
C 1.355617 -0.700546 3.919811 0.10 0.64 0.52
C 1.738997 -1.155866 5.204502 -0.14 -0.06 -0.24
C 1.893752 -0.262943 6.269587 -0.06 -0.02 -0.32
C 1.699712 1.102912 6.070870 0.03 0.02 -0.37
C 1.348452 1.576171 4.803341 -0.12 -0.12 -0.04
C 1.159719 0.680293 3.746448 0.08 -0.15 0.03
H -0.390533 -2.629267 4.900141 -0.17 -0.11 -0.16
H -2.486398 -3.955921 5.066343 0.10 0.10 -0.42
H -3.496765 -4.957966 3.017258 0.26 0.18 -0.01
H -2.329049 -4.711948 0.808042 0.00 -0.09 0.28
H -0.194230 -3.516987 0.666000 -0.17 -0.01 0.28
H 1.814675 -4.622211 1.952823 0.17 0.06 -0.14
H 3.891481 -5.637749 1.055407 0.09 0.30 0.16
H 6.003478 -4.294423 0.982956 -0.26 0.08 0.15
H 6.035409 -1.975151 1.901161 -0.30 -0.25 -0.01
H 3.935761 -0.962682 2.781100 0.04 -0.21 -0.21
H 1.896355 -2.219878 5.379583 0.10 0.19 -0.04
H 2.179821 -0.611552 7.260461 -0.08 -0.10 -0.30
H 1.843032 1.799907 6.896072 -0.06 -0.18 -0.22
H 1.209825 2.649762 4.646990 0.03 -0.39 0.04
H 0.855572 1.038705 2.762665 0.12 -0.07 0.26
```
Positions in Å, forces in eV/Å.

2S+1 = 2
LUMO energy (alpha / beta) = -8.2 / -10.9 eV
Charge = +3
Expectation value of S² = 0.7701
HOMO (alpha / beta) = -0.5838 / -0.5817 Ha
Frontier orbital gap (alpha / beta) = 7.70 / 4.96 eV